(1)
Density functional theory data (ωB97M-V/def2-TZVPD) for a molecular structure, C10H5F6N8O11S2Tl.

Structure (XYZ):
```
43
Properties=species:S:1:pos:R:3:forces:R:3
Tl -0.0519 -0.4679 0.4990 -0.04 -0.02 0.16
O 3.3503 -0.1068 3.4027 0.07 0.04 0.07
C 2.3525 -0.6492 2.9250 0.02 0.00 -0.04
O 2.0143 -0.6549 1.6962 0.05 0.01 -0.09
C 1.4838 -1.4855 3.8579 -0.02 -0.13 0.11
C 2.1048 -2.1708 4.8634 0.00 0.11 -0.12
C 1.3962 -3.0653 5.6845 0.08 -0.12 0.21
C 0.0553 -3.3112 5.4644 0.01 0.03 -0.09
C -0.5778 -2.6317 4.4492 -0.25 -0.37 0.12
C 0.0460 -1.5951 3.6659 0.20 0.23 -0.11
O -0.6032 -0.8113 2.9380 -0.09 -0.12 -0.03
N -1.9708 -2.9895 4.2073 0.06 0.75 0.02
O -2.6502 -3.3487 5.1639 -0.03 -0.26 0.04
O -2.4093 -2.8735 3.0799 0.01 -0.27 0.00
N 2.0728 -3.7813 6.7332 -0.04 0.02 -0.32
O 1.4388 -4.5982 7.3956 -0.02 -0.02 0.12
O 3.2649 -3.5662 6.9147 0.03 0.02 0.08
H 3.1642 -2.0168 5.0118 -0.01 0.00 0.01
H -0.4846 -4.0304 6.0605 0.00 0.01 0.00
F -5.1514 1.1160 -1.8814 0.00 -0.03 0.01
C -4.4700 1.3280 -3.0050 -0.12 -0.12 -0.07
F -4.9847 2.4014 -3.6105 0.03 0.07 0.00
F -4.6673 0.2728 -3.8161 0.02 0.06 0.04
S -2.6632 1.4929 -2.6988 0.09 -0.05 0.27
O -2.2703 0.2245 -2.1528 -0.08 0.11 -0.14
O -2.1196 1.8719 -3.9789 -0.02 -0.07 0.03
N -2.7651 2.6714 -1.6602 -0.10 0.05 -0.30
S -1.5836 3.3189 -0.8668 0.05 -0.10 0.08
O -0.6090 2.3834 -0.3780 -0.03 0.14 0.05
O -2.1012 4.3347 0.0006 0.02 -0.10 -0.03
C -0.6395 4.2746 -2.1330 0.05 0.14 -0.11
F 0.1096 3.4797 -2.8962 -0.01 -0.02 -0.01
F -1.4568 4.9728 -2.9319 0.02 0.01 0.05
F 0.1775 5.1450 -1.5223 -0.01 -0.01 0.00
N 2.8822 -3.0303 -4.1610 -0.06 0.16 -0.04
N 1.8110 -2.1835 -3.8676 0.08 -0.13 -0.09
N 1.0232 -1.6930 -4.7924 -0.05 0.00 0.00
C 0.1564 -1.0184 -4.0371 -0.07 0.08 -0.14
N 0.4242 -1.1231 -2.7333 0.21 -0.18 0.15
N 1.4968 -1.8754 -2.6436 -0.06 0.10 0.09
H 3.4806 -2.5144 -4.8009 0.04 -0.06 0.09
H 3.3688 -3.1405 -3.2746 -0.01 -0.02 -0.05
H -0.6644 -0.4434 -4.4278 -0.03 0.05 -0.01
```
Forces are in eV/Å.

Results
orbital gap = 7.041 eV
charge = -2
lowest unoccupied orbital energy = 4.118 eV
E_tot = -87559.5200 eV
maximum force = 0.015 Eh/bohr
M = 795.70 g mol⁻¹

Results of the Mulliken charge analysis, in e, for atoms 1 through 6: atom 1 (Tl): 0.8423, atom 2 (O): -0.7145, atom 3 (C): 0.2791, atom 4 (O): -0.7237, atom 5 (C): 0.3847, atom 6 (C): -0.5153

(2)
Density functional theory data (ωB97M-V/def2-TZVPD) for 2 unconnected molecules or ions with the total composition C21H36N5O5PS.

Structure (XYZ):
```
69
Properties=species:S:1:pos:R:3:forces:R:3
C -2.0876 4.5732 -2.5696 0.15 0.24 -0.29
C -1.3654 4.7676 -3.9087 0.04 -0.63 0.34
C -0.1523 3.8451 -4.0956 -0.08 0.83 -0.01
C 0.9040 3.9415 -2.9856 -0.09 -0.88 -0.11
C 0.8723 2.7511 -2.0222 0.61 0.11 0.14
C 2.1908 2.5835 -1.2183 -0.94 0.13 0.07
C 1.9774 2.3933 0.3063 1.05 -0.24 -0.67
C 2.6420 1.1084 0.8469 -0.18 0.54 0.71
C 1.6314 0.0720 1.3114 -0.02 -0.23 -0.27
C 0.5415 -0.1966 0.2415 0.25 -0.03 1.03
C 0.3472 -1.6636 -0.1885 1.08 2.12 -0.84
P 1.7553 -2.0178 -1.3402 -0.20 -2.25 -0.54
N 1.7589 -3.4036 -2.0643 -0.12 0.54 0.60
O 3.1158 -1.8314 -0.5303 -0.03 0.54 -0.12
O 1.6579 -0.8495 -2.4126 0.24 0.59 0.51
C -0.8670 -1.7948 -1.1347 -0.54 -0.40 -0.82
N -1.6740 -0.5607 -1.2822 0.35 -1.18 0.45
C -1.9551 -0.2378 -2.4119 -0.08 0.65 0.06
S -2.2725 0.2721 -3.8357 -0.21 0.09 -0.45
C -1.6474 -3.0559 -0.7392 -0.13 0.81 1.96
C -0.8275 -3.6637 0.4064 -0.26 -1.13 -0.72
N 0.2060 -2.6389 0.9429 -1.56 -1.82 -0.37
C 1.3850 -3.5057 1.2678 0.17 0.22 0.79
C -0.4472 -2.0750 2.1703 0.44 0.63 0.68
C 0.1420 -2.1905 3.4275 -0.83 0.30 -0.25
C -0.5884 -1.6641 4.4858 0.32 -0.26 0.12
C -1.8249 -1.0521 4.2926 0.36 -0.15 -0.57
N -2.3556 -0.9110 3.0695 0.39 -0.19 0.11
C -1.6665 -1.4149 2.0543 0.09 -0.19 -0.35
H -2.8285 3.7867 -2.6764 -0.10 -0.16 0.22
H -2.5909 5.4857 -2.2645 -0.22 0.05 0.01
H -1.4054 4.3133 -1.7675 0.08 -0.05 0.12
H -2.0800 4.5126 -4.6876 -0.05 0.34 -0.30
H -1.0481 5.7979 -4.0405 -0.01 0.18 -0.01
H 0.3272 4.1529 -5.0236 -0.04 -0.16 -0.24
H -0.5061 2.8245 -4.2306 0.13 -0.20 0.08
H 1.8897 3.9089 -3.4471 0.14 0.22 -0.08
H 0.8232 4.8756 -2.4333 0.01 0.18 0.02
H 0.0405 2.8322 -1.3270 -0.23 -0.04 -0.01
H 0.7297 1.8486 -2.6150 -0.25 -0.13 -0.05
H 2.8071 3.4618 -1.3860 0.17 0.09 -0.03
H 2.7236 1.7304 -1.6303 0.21 -0.06 -0.01
H 2.4654 3.2339 0.7870 -0.26 0.20 0.29
H 0.9171 2.4136 0.5357 -0.12 0.08 0.20
H 3.3459 0.7008 0.1295 -0.05 -0.16 -0.27
H 3.2483 1.3763 1.7115 0.09 -0.06 0.12
H 2.1718 -0.8259 1.6044 0.00 -0.15 -0.05
H 1.1354 0.4151 2.2152 -0.03 0.13 0.11
H 0.7706 0.4052 -0.6325 -0.15 -0.17 -0.26
H -0.3996 0.1803 0.6235 -0.17 0.03 -0.13
H 0.9892 -4.0044 -1.8061 0.06 -0.30 -0.32
H 3.7704 -2.3677 -1.0039 0.18 -0.11 0.25
H 2.1905 -1.1137 -3.1763 -0.20 0.04 -0.27
H -0.4995 -2.0333 -2.1285 0.25 0.17 -0.13
H -1.8173 -3.7346 -1.5611 0.14 -0.16 -0.14
H -2.6021 -2.8039 -0.2861 -0.28 0.26 -0.44
H -0.3589 -4.5744 0.0386 0.77 0.26 0.02
H -1.4016 -4.0190 1.2513 -0.25 0.32 0.16
H 2.1710 -2.9292 1.7345 0.19 0.17 -0.23
H 1.0517 -4.2344 1.9977 -0.19 -0.10 0.04
H 1.7160 -4.0324 0.3859 0.13 0.19 -0.24
H 1.0867 -2.6783 3.5879 0.13 0.00 0.14
H -0.2101 -1.7532 5.4923 -0.02 0.01 0.11
H -2.3694 -0.6849 5.1496 -0.34 0.13 0.28
H -2.1011 -1.2895 1.0700 -0.17 0.13 0.02
N -3.8972 -1.6938 6.9403 0.02 -0.08 -0.22
O -5.1287 -1.7995 6.9207 0.07 0.01 0.10
O -3.1665 -2.7040 7.0385 0.07 -0.01 -0.08
O -3.3562 -0.5602 6.8257 0.00 0.12 0.04
```
Forces are in eV/Å.

Results
orbital gap = 5.887 eV
lowest unoccupied orbital energy = -0.705 eV
E_tot = -60167.0430 eV
maximum force = 0.049 Eh/bohr
M = 501.59 g mol⁻¹

Results of the Mulliken charge analysis, in e, for atoms 1 through 6: atom 1 (C): -0.8486, atom 2 (C): -0.5930, atom 3 (C): -0.5833, atom 4 (C): -1.0120, atom 5 (C): 0.0343, atom 6 (C): -0.8502

(3)
Density functional theory data (ωB97M-V/def2-TZVPD) for a gas-phase ion, C6H14N3O2 (charge +1).

Structure (XYZ):
```
25
Properties=species:S:1:pos:R:3:forces:R:3
C 1.9541 -1.1395 0.6881 -0.05 0.01 -0.15
C 2.0888 -0.0025 -0.3320 -0.10 -0.04 0.21
O 3.4432 0.2392 -0.6493 -0.10 0.03 -0.31
C 1.3863 1.2915 0.1055 -0.24 -0.47 0.39
O 0.1063 1.4935 -0.5458 -0.20 0.04 -0.28
N -0.8021 0.5790 -0.0564 -0.42 0.94 -0.98
C -1.8808 1.0473 0.8209 -1.01 -0.37 0.00
C -2.4821 -0.3279 1.1185 1.07 0.17 -0.17
N -2.4238 -0.9119 -0.2538 0.99 0.09 0.32
C -1.3621 -0.3174 -0.8855 -0.08 -0.15 0.61
N -0.9802 -0.5348 -2.1508 0.24 -0.33 0.16
H 2.8589 -1.7376 0.6605 0.08 -0.08 0.01
H 1.1291 -1.8057 0.4343 -0.14 0.00 0.06
H 1.8004 -0.7775 1.7024 0.07 0.02 0.12
H 1.6072 -0.3178 -1.2558 0.19 0.05 -0.24
H 3.8342 0.8304 -0.0047 0.20 0.06 0.23
H 1.9807 2.1673 -0.1276 -0.11 0.13 -0.26
H 1.1887 1.2607 1.1772 0.11 0.19 0.13
H -1.6131 1.7001 1.6384 0.50 -0.32 0.24
H -2.6144 1.5690 0.2010 0.12 0.35 -0.01
H -1.7607 -0.8812 1.7228 -0.31 -0.06 0.43
H -3.4729 -0.2970 1.5438 -0.19 -0.18 -0.09
H -2.3543 -1.9246 -0.2728 -0.72 -0.10 -0.39
H -0.6223 -1.4192 -2.4611 -0.41 -0.30 -0.15
H -1.0090 0.2167 -2.8177 0.53 0.30 0.12
```
Forces are in eV/Å.

Results
orbital gap = 9.758 eV
charge = +1
lowest unoccupied orbital energy = -3.907 eV
E_tot = -15005.6546 eV
maximum force = 0.028 Eh/bohr
M = 160.20 g mol⁻¹
SMILES = C[C@H](O)CON1CCNC1=[NH2+]

Results of the Mulliken charge analysis, in e, for atoms 1 through 6: atom 1 (C): -1.1339, atom 2 (C): 0.4201, atom 3 (O): -0.5702, atom 4 (C): -0.4494, atom 5 (O): -0.3440, atom 6 (N): 0.4287

(4)
Density functional theory data (ωB97M-V/def2-TZVPD) for a single C2H3NOS2 molecule.

Structure (XYZ):
```
9
Properties=species:S:1:pos:R:3:forces:R:3
O 1.0524 1.8842 -0.2735 -0.72 -0.04 0.37
C 0.0035 1.3765 0.0018 0.82 -0.73 -0.84
N -0.2351 -0.0329 -0.1823 1.03 1.19 0.21
S -1.8688 -0.5860 -0.2072 0.80 0.13 -0.17
C 0.8563 -0.8987 -0.2632 0.36 -0.66 0.14
S 2.4883 -0.7448 -0.0763 -1.56 0.22 -0.16
H -0.8734 1.8900 0.3629 -0.56 0.35 0.25
H -1.8827 -0.9965 1.0586 -0.20 -0.14 0.34
H 0.4594 -1.8917 -0.4208 0.02 -0.33 -0.14
```
Forces are in eV/Å.

Results
orbital gap = 8.345 eV
lowest unoccupied orbital energy = -0.252 eV
E_tot = -27329.3573 eV
maximum force = 0.031 Eh/bohr
M = 121.19 g mol⁻¹
SMILES = O=CN(S)C=S

Results of the Mulliken charge analysis, in e, for atoms 1 through 6: atom 1 (O): -0.4195, atom 2 (C): 0.0643, atom 3 (N): -0.0691, atom 4 (S): -0.0936, atom 5 (C): -0.1624, atom 6 (S): -0.1969